Record 1
{
  "formula": "C7H5F3O2",
  "method": "ωB97M-V/def2-TZVPD",
  "species": ["C", "C", "C", "C", "C", "C", "C", "O", "O", "F", "F", "F", "H", "H", "H", "H", "H"],
  "positions_angstrom": [[-1.25740, 1.39342, 0.54017], [-1.54469, 0.07269, 1.06102], [-0.52015, 1.23835, -0.58854], [-0.26389, -0.23555, -0.87219], [-1.14671, -0.92509, 0.23604], [1.30780, -0.09693, -1.00432], [2.00439, 0.05912, 0.39469], [-1.41585, -2.23504, 0.40273], [1.81758, -0.14395, -2.09930], [2.28396, 1.33923, 0.51714], [1.24229, -0.40797, 1.40570], [3.11464, -0.63755, 0.49066], [-1.76821, 2.18279, 1.06678], [-1.86000, -0.24632, 2.03870], [-0.33445, 2.01917, -1.37388], [-0.58545, -0.41416, -2.01824], [-1.07385, -2.96223, -0.19716]],
  "lowdin_charge": [-0.078, -0.020, -0.071, -0.134, -0.271, -0.261, -0.587, 0.083, 0.120, 0.181, 0.153, 0.179, 0.098, 0.123, 0.144, 0.178, 0.163],
  "spin_multiplicity": 3,
  "charge": 0
}

***

Record 2
{
  "formula": "C36H89N5",
  "method": "ωB97M-V/def2-TZVPD",
  "species": ["C", "C", "N", "C", "C", "C", "C", "H", "H", "H", "H", "H", "H", "H", "H", "H", "H", "H", "H", "H", "H", "H", "C", "C", "N", "C", "C", "C", "C", "H", "H", "H", "H", "H", "H", "H", "H", "H", "H", "H", "H", "H", "H", "H", "C", "C", "N", "C", "C", "C", "C", "H", "H", "H", "H", "H", "H", "H", "H", "H", "H", "H", "H", "H", "H", "H", "C", "C", "N", "C", "C", "C", "C", "H", "H", "H", "H", "H", "H", "H", "H", "H", "H", "H", "H", "H", "H", "H", "C", "C", "N", "C", "C", "C", "C", "H", "H", "H", "H", "H", "H", "H", "H", "H", "H", "H", "H", "H", "H", "H", "C", "C", "C", "C", "C", "C", "H", "H", "H", "H", "H", "H", "H", "H", "H", "H", "H", "H", "H", "H"],
  "positions_angstrom": [[-5.84532, 0.07466, 2.36756], [-4.43032, 0.56666, 2.88456], [-3.49832, 0.79266, 1.81656], [-2.53532, 1.99266, 1.95756], [-1.46332, 1.61766, 3.12156], [-2.99232, -0.43834, 1.35356], [-2.31332, -0.35734, 0.02656], [-6.50432, 0.17166, 3.18756], [-5.84132, -0.87434, 2.06156], [-6.22432, 0.68966, 1.56156], [-4.02032, -0.00934, 3.50256], [-4.63332, 1.46466, 3.50556], [-3.03032, 2.82566, 2.28456], [-1.94832, 2.21866, 1.08556], [-0.76232, 2.46466, 3.12156], [-0.99832, 0.67866, 3.01456], [-1.92432, 1.57666, 4.09156], [-3.67632, -1.16234, 1.27456], [-2.37932, -0.74134, 2.16556], [-1.98632, -1.27134, -0.27744], [-1.44132, 0.18466, -0.15244], [-3.15332, -0.12034, -0.50044], [3.24268, -2.27034, 4.99056], [1.96768, -2.47934, 4.32456], [0.69368, -2.71734, 5.22056], [0.43568, -1.56334, 6.23156], [0.08568, -0.27934, 5.63056], [-0.47032, -2.93734, 4.42656], [-0.50432, -4.45034, 4.09656], [3.36768, -1.45834, 5.61456], [4.11368, -2.26734, 4.34956], [3.53668, -3.20134, 5.59556], [1.98668, -3.17034, 3.60056], [1.68168, -1.56634, 3.81256], [1.14368, -1.36134, 6.96256], [-0.29032, -1.98834, 6.82656], [-0.19432, 0.43466, 6.36456], [-0.44132, -0.34434, 4.77856], [1.05068, 0.29166, 5.21056], [-0.63232, -2.46334, 3.37856], [-1.54532, -2.66234, 4.86856], [-1.41732, -4.81234, 3.67256], [-0.32232, -5.06334, 4.89056], [0.14568, -4.55034, 3.35756], [-0.11832, 2.10166, -5.03544], [-1.49832, 1.59466, -5.45044], [-1.75832, 0.12966, -5.04044], [-3.10732, -0.06834, -4.67644], [-3.98632, 0.08266, -5.97444], [-0.92332, -0.79834, -5.81144], [-1.03132, -2.18934, -5.35244], [-0.00032, 2.26966, -3.96844], [0.04268, 2.95666, -5.52744], [0.67168, 1.54666, -5.31044], [-1.59832, 1.56466, -6.51644], [-2.11132, 2.36266, -4.99744], [-3.59632, 0.49266, -3.92844], [-3.16032, -1.16734, -4.33144], [-4.00232, 1.10266, -6.33844], [-4.91232, -0.29134, -5.61944], [-3.58732, -0.65034, -6.62544], [0.07368, -0.47234, -5.63844], [-1.19932, -0.82434, -6.81344], [-0.69932, -2.26534, -4.58844], [-0.37832, -2.84134, -5.89244], [-1.82732, -2.76034, -5.48944], [3.97768, 5.67966, 3.22056], [2.62668, 6.12666, 2.75756], [2.55168, 6.32866, 1.29056], [2.34168, 5.17966, 0.37856], [1.16868, 4.20466, 0.76456], [1.56468, 7.37166, 1.03556], [1.66368, 8.12666, -0.32544], [4.39768, 4.82066, 2.58556], [3.88468, 5.55366, 4.27856], [4.77168, 6.54666, 3.01456], [2.50668, 7.03166, 3.29856], [1.81268, 5.66366, 3.17556], [3.22268, 4.60866, 0.63056], [2.29168, 5.41666, -0.71044], [1.20268, 3.74666, 1.74656], [1.11368, 3.54066, 0.07656], [0.17268, 4.53266, 0.80156], [1.66368, 8.11266, 1.65356], [0.48568, 7.15066, 1.11856], [1.70868, 7.26966, -1.04844], [2.73968, 8.67766, -0.56044], [0.88568, 8.75166, -0.44244], [2.77468, 2.44266, -2.99244], [3.10968, 1.59066, -1.68144], [1.94268, 0.75166, -1.18744], [1.25968, -0.16634, -2.05544], [2.00168, -1.28834, -2.79644], [2.38268, 0.04966, -0.02844], [1.21968, -0.09034, 0.93356], [2.56468, 1.90666, -3.77444], [3.56468, 3.12866, -2.87744], [1.91068, 3.06466, -2.87244], [3.58268, 2.21166, -1.10844], [3.92968, 0.83266, -2.17344], [0.96468, 0.48966, -3.03444], [0.45868, -0.45434, -1.47944], [3.03468, -1.06834, -3.00644], [1.64568, -1.71934, -3.71144], [1.99168, -2.25034, -2.04944], [3.13768, 0.29266, 0.71756], [2.64368, -0.89734, -0.28644], [1.60268, -0.58534, 1.97156], [0.63668, -0.73734, 0.32956], [0.89068, 0.78766, 1.30456], [-2.26632, -5.43134, -3.66144], [-1.53832, -6.12934, -2.48844], [-0.30032, -5.40434, -2.15744], [0.36268, -6.09334, -0.75644], [1.51568, -5.32234, -0.24544], [1.32468, -3.92334, 0.46656], [-1.51432, -5.58434, -4.46544], [-2.25332, -4.24134, -3.28144], [-3.12432, -6.00334, -3.86344], [-1.35532, -7.24734, -2.57544], [-2.30832, -6.14034, -1.67644], [-0.64332, -4.36034, -1.97644], [0.36368, -5.49434, -2.98244], [0.71968, -7.10034, -1.06044], [-0.52932, -5.98434, 0.00856], [2.23168, -5.25134, -1.01544], [1.93368, -5.93634, 0.48056], [0.66968, -3.71834, 1.19656], [1.12068, -3.23434, -0.38144], [2.26268, -3.47234, 0.82156]],
  "lowdin_charge": [-0.035, -0.222, -0.181, -0.103, -0.064, -0.272, -0.041, 0.053, 0.011, 0.078, 0.027, 0.132, 0.067, 0.089, 0.065, 0.014, 0.055, 0.083, 0.093, 0.045, 0.043, 0.061, -0.096, -0.212, -0.114, -0.225, -0.102, -0.298, -0.080, 0.041, 0.074, 0.112, 0.060, 0.073, 0.087, 0.083, 0.072, -0.009, 0.129, 0.118, 0.154, 0.071, 0.047, -0.005, -0.092, -0.174, -0.179, -0.257, -0.067, -0.201, -0.063, 0.072, 0.038, 0.020, 0.100, 0.115, 0.090, 0.129, 0.066, 0.051, 0.051, 0.102, 0.095, -0.079, 0.108, 0.046, -0.098, -0.283, -0.146, -0.174, -0.055, -0.278, -0.074, 0.086, 0.055, 0.117, 0.100, 0.082, 0.088, 0.113, 0.068, -0.020, 0.053, 0.038, 0.125, 0.052, 0.133, 0.010, -0.057, -0.145, -0.154, -0.231, -0.062, -0.296, -0.062, -0.012, 0.060, 0.058, 0.028, 0.152, 0.139, 0.059, 0.054, 0.044, 0.101, 0.127, 0.061, 0.119, 0.035, 0.019, -0.108, -0.370, -0.216, -0.169, -0.275, -0.064, 0.070, 0.138, 0.040, 0.126, 0.109, 0.103, 0.094, 0.112, 0.144, 0.092, 0.072, 0.002, 0.044, 0.075],
  "charge": 0
}

***

Record 3
{
  "formula": "CHClFN3",
  "method": "ωB97M-V/def2-TZVPD",
  "species": ["C", "N", "N", "N", "F", "Cl", "H"],
  "positions_angstrom": [[1.21249, -0.14059, 0.88437], [2.35345, -0.50942, 0.96943], [0.14541, 0.09889, 0.38736], [1.90142, 1.26152, -1.22931], [1.57881, 2.49155, -0.54411], [3.03169, 0.52874, -0.43763], [-0.41427, 0.88574, 0.71401]],
  "lowdin_charge": [-0.537, -0.119, 0.191, -0.413, -0.226, 1.009, 0.095],
  "charge": 0
}

***

Record 4
{
  "formula": "C4H10",
  "method": "ωB97M-V/def2-TZVPD",
  "species": ["C", "C", "C", "C", "H", "H", "H", "H", "H", "H", "H", "H", "H", "H"],
  "positions_angstrom": [[0.31044, 0.10065, 1.42344], [-0.60980, 0.62926, 0.49094], [-1.54030, -0.24169, -0.06561], [1.68471, -0.34643, -1.62181], [0.73686, 0.86297, 2.04850], [0.02768, -0.93755, 1.66156], [-0.41407, 1.62529, 0.11838], [2.00997, 0.42069, -0.88008], [-2.46463, 0.09462, -0.48612], [-2.13513, 0.14085, 1.63715], [-1.31658, -1.33456, 0.08786], [2.38209, -1.02181, -2.09353], [1.13922, 0.27882, -2.34866], [0.96424, -0.98009, -1.10686]],
  "lowdin_charge": [-0.096, -0.405, -0.032, -0.057, 0.039, 0.059, 0.100, 0.028, 0.033, 0.225, 0.083, 0.011, 0.024, -0.010],
  "charge": 0
}

***

| no. | energy (eV) |
| --- | --- |
| 1 | -19582.1469 |
| 2 | -46207.9734 |
| 3 | -20756.4510 |
| 4 | -4304.4614 |